1.
C2H11BeO11 | ωB97M-V/def2-TZVPD

Positions of all 25 atoms, in Å:
Be1 4.18 -5.79 -11.11
C1 4.38 -3.74 -13.04
O1 4.31 -4.66 -12.19
O2 5.18 -2.66 -12.94
O3 3.69 -3.83 -14.02
H1 5.56 -2.58 -12.10
C2 2.55 -6.86 -10.86
O4 3.51 -7.08 -11.73
O5 2.88 -5.78 -10.31
O6 1.49 -7.20 -11.42
O7 5.23 -9.11 -11.16
H2 5.19 -9.96 -11.56
H3 4.64 -8.55 -11.69
O8 5.66 -6.30 -10.62
H4 6.36 -5.91 -11.19
H5 6.01 -6.18 -9.74
O9 5.47 -6.78 -13.59
H6 6.30 -6.31 -13.51
H7 5.47 -7.19 -14.44
O10 4.67 -3.79 -9.62
H8 5.53 -3.56 -9.88
H9 4.44 -3.38 -8.78
O11 1.64 -3.97 -9.09
H10 1.93 -3.32 -9.71
H11 1.99 -4.78 -9.47

Values from the calculation:
E_HOMO	-4.18	eV
charge	-1

Here are the Löwdin charges for atoms 1 to 2, given in e: 0.010 -0.770

=====

2.
C6H37NO13 | ωB97M-V/def2-TZVPD

Positions of all 57 atoms, in Å:
C1 3.47 -0.34 1.22
C2 2.81 -1.56 1.86
N1 0.08 -1.59 0.54
C3 0.24 -1.40 1.90
C4 1.50 -1.47 2.47
C5 -1.97 -0.64 2.86
C6 -1.01 -1.55 2.65
H1 3.49 -0.18 0.14
H2 3.11 0.56 1.75
H3 4.55 -0.31 1.25
H4 3.48 -1.98 2.63
H5 2.75 -2.26 1.01
H6 0.73 -2.31 0.23
H7 -0.81 -1.92 0.17
H8 1.53 -0.92 3.41
H9 -2.88 -0.97 3.36
H10 -1.82 0.42 2.64
H11 -1.09 -2.47 3.21
H12 1.50 0.07 -4.58
H13 1.54 -1.46 -4.04
O1 1.14 -0.58 -3.97
H14 -4.27 0.37 0.33
H15 -4.19 1.16 1.65
O2 -4.45 1.25 0.73
H16 -3.18 0.02 -2.23
H17 -4.13 0.89 -1.48
O3 -3.67 0.05 -1.39
H18 2.20 2.46 3.13
H19 1.15 3.13 2.25
O4 2.07 3.17 2.50
H20 3.21 2.15 -1.29
H21 3.21 1.67 0.15
O5 3.80 1.87 -0.57
H22 -2.89 -4.08 0.95
H23 -2.83 -3.15 2.01
O6 -2.69 -3.13 1.05
H24 -1.35 3.84 -2.00
H25 -2.54 2.95 -1.45
O7 -2.24 3.85 -1.63
H26 -1.40 -2.92 -2.18
H27 -0.88 -3.71 -0.90
O8 -0.64 -3.14 -1.63
H28 3.13 -2.04 -2.77
H29 1.98 -2.82 -2.09
O9 2.39 -2.65 -2.94
H30 -0.70 1.90 -3.46
H31 -0.60 0.40 -2.89
O10 -1.12 1.21 -2.94
H32 0.57 0.75 0.44
H33 -0.44 1.73 0.38
O11 0.55 1.72 0.43
H34 1.54 0.52 -2.15
H35 0.95 1.75 -1.20
O12 1.45 1.47 -2.00
H36 -2.63 3.57 1.39
H37 -1.76 3.48 0.09
O13 -1.91 3.11 0.98

Values from the calculation:
relative energy (zero: lowest compared OMol25 entry of this formula, charge and spin)	4.357	eV
spin multiplicity	2
E_HOMO (alpha / beta)	-12.80 / -12.80	eV
charge	+1

Here are the Löwdin charges for atoms 1 to 2, given in e: -0.071 -0.202